(1)
# C2H3F4NO

An isolated molecule of C2H3F4NO at a distorted geometry (ωB97M-V with the def2-TZVPD basis set, the OMol25 dataset).

Properties
**Largest force on an atom**: 2.899 eV/Å
**SMILES string**: NOC(F)(F)C(F)F
**HOMO energy**: -0.39463 hartree
**HOMO-LUMO gap**: 11.57 eV

ORCA input file:
```
! RIJCOSX wB97M-V def2-TZVPD def2/J DEFGRID3
* xyz 0 1
O 0.400 -0.196 -0.007
H -1.256 -1.049 0.635
H -0.340 -1.933 -0.409
C 2.065 1.322 -0.782
H 1.873 2.256 -0.387
N -0.778 -0.961 -0.254
F 0.692 0.180 -2.363
F 2.803 1.509 -1.911
C 0.688 0.707 -1.139
F -0.204 1.691 -1.244
F 2.842 0.531 0.051
*
```

Löwdin charges, unit e, in atom order:
1. O -0.098
2. H 0.080
3. H 0.127
4. C -0.239
5. H 0.140
6. N 0.046
7. F 0.153
8. F 0.083
9. C -0.506
10. F 0.143
11. F 0.070


(2)
# C2H3F4OZn

C2H3F4OZn as an isolated structure at a distorted geometry (ωB97M-V with the def2-TZVPD basis set, the OMol25 dataset).

Properties
**Largest force on an atom**: 4.071 eV/Å
**HOMO energy**: -0.59285 hartree
**HOMO-LUMO gap**: 8.49 eV

ORCA input file:
```
! RIJCOSX wB97M-V def2-TZVPD def2/J DEFGRID3
* xyz 1 1
F -2.120 -1.385 -0.334
F -0.178 -1.593 -0.820
Zn -0.992 0.556 1.842
C 1.583 0.476 0.210
O 0.217 0.339 0.551
H 2.003 -0.540 0.160
F -1.061 0.117 -1.656
H 1.683 0.975 -0.765
F -2.198 0.628 0.431
C -1.050 -0.634 -0.593
H 2.113 1.062 0.974
*
```

Löwdin charges, unit e, in atom order:
1. F 0.193
2. F 0.196
3. Zn 1.252
4. C -0.085
5. O -0.356
6. H 0.103
7. F 0.255
8. H 0.112
9. F -0.320
10. C -0.458
11. H 0.107


(3)
# C2H3F5N2O

A 2-piece molecular cluster, C2H3F5N2O overall at a distorted geometry (ωB97M-V with the def2-TZVPD basis set, the OMol25 dataset).

Properties
**Largest force on an atom**: 5.878 eV/Å
**HOMO energy**: -0.40459 hartree
**HOMO-LUMO gap**: 9.81 eV

ORCA input file:
```
! RIJCOSX wB97M-V def2-TZVPD def2/J DEFGRID3
* xyz 0 1
H -1.426 -0.578 -1.348
H -1.481 -0.814 0.528
F 0.450 1.799 -1.223
N 1.046 -1.263 0.162
O -1.791 1.085 -0.012
F 0.481 -2.412 -0.304
F 0.043 0.087 1.968
F 2.173 1.226 0.056
C 0.318 -0.147 0.021
C -1.246 -0.213 -0.222
N 0.808 1.154 -0.125
H -1.684 1.322 0.868
F 2.308 -1.245 -0.369
*
```

Löwdin charges, unit e, in atom order:
1. H 0.193
2. H 0.067
3. F 0.106
4. N -0.019
5. O -0.012
6. F 0.091
7. F -0.311
8. F 0.068
9. C -0.153
10. C -0.117
11. N -0.054
12. H 0.057
13. F 0.082


(4)
# C2H3FHgMgO

C2H3FHgMgO as an isolated structure at a distorted geometry (ωB97M-V with the def2-TZVPD basis set, the OMol25 dataset).

Properties
**Largest force on an atom**: 4.650 eV/Å
**HOMO energy (alpha / beta)**: -0.63596 / -0.63546 hartree
**HOMO-LUMO gap (alpha / beta)**: 5.57 / 5.22 eV

ORCA input file:
```
! RIJCOSX wB97M-V def2-TZVPD def2/J DEFGRID3
* xyz 2 3
Mg -1.661 -2.016 0.646
H -1.022 2.082 0.870
H -0.638 0.655 1.940
F 1.371 1.291 -0.342
C -0.588 0.670 0.845
Hg 1.162 -0.731 -1.127
C 0.118 1.761 0.175
H -0.239 2.437 -0.609
O -0.597 -0.541 0.206
*
```

Löwdin charges, unit e, in atom order:
1. Mg 1.484
2. H 0.223
3. H 0.127
4. F -0.196
5. C -0.314
6. Hg 1.158
7. C -0.096
8. H 0.139
9. O -0.524


(5)
# C2H3FIN

An isolated molecule of C2H3FIN at a distorted geometry (ωB97M-V with the def2-TZVPD basis set, the OMol25 dataset).

Properties
**Largest force on an atom**: 4.214 eV/Å
**SMILES string**: F/N=C/CI
**HOMO energy**: -0.36118 hartree
**HOMO-LUMO gap**: 10.03 eV

ORCA input file:
```
! RIJCOSX wB97M-V def2-TZVPD def2/J DEFGRID3
* xyz 0 1
H 0.617 0.393 1.598
C -0.798 -0.673 -0.303
H -0.621 -1.719 0.242
F 2.363 1.479 -0.101
I -2.793 -0.054 -0.025
H -0.527 -0.527 -1.394
C 0.516 0.324 0.446
N 1.243 0.777 -0.463
*
```

Löwdin charges, unit e, in atom order:
1. H 0.134
2. C -0.675
3. H 0.065
4. F -0.080
5. I 0.710
6. H 0.028
7. C -0.151
8. N -0.030


(6)
# C2H3FN2O

An isolated molecule of C2H3FN2O at a distorted geometry (ωB97M-V with the def2-TZVPD basis set, the OMol25 dataset).

Properties
**Largest force on an atom**: 6.721 eV/Å
**SMILES string**: FCOC1N=N1
**HOMO energy**: -0.39072 hartree
**HOMO-LUMO gap**: 10.64 eV

ORCA input file:
```
! RIJCOSX wB97M-V def2-TZVPD def2/J DEFGRID3
* xyz 0 1
O 0.507 -0.613 -0.615
N -1.465 0.765 0.039
C 1.181 0.122 0.258
H -1.594 -1.010 -1.294
F 1.047 1.466 -0.063
N -1.640 -0.141 0.819
H 2.222 -0.036 0.125
C -1.196 -0.487 -0.511
H 0.938 -0.066 1.242
*
```

Löwdin charges, unit e, in atom order:
1. O -0.073
2. N 0.122
3. C -0.355
4. H 0.102
5. F -0.032
6. N 0.161
7. H 0.121
8. C -0.137
9. H 0.092


(7)
# C2H3FN2O

A 2-piece molecular cluster, C2H3FN2O overall at a distorted geometry (ωB97M-V with the def2-TZVPD basis set, the OMol25 dataset).

Properties
**Largest force on an atom**: 2.993 eV/Å
**HOMO energy (alpha / beta)**: -0.39688 / -0.33793 hartree
**HOMO-LUMO gap (alpha / beta)**: 10.32 / 8.06 eV

ORCA input file:
```
! RIJCOSX wB97M-V def2-TZVPD def2/J DEFGRID3
* xyz 0 1
N -0.208 1.447 -1.008
C -0.868 0.503 -0.180
H 0.597 -1.536 1.658
H 0.128 -2.331 -0.074
C 0.411 -1.332 0.506
O -0.779 -0.561 0.521
F 1.014 3.018 -0.761
H 1.244 -0.735 -0.026
N -1.541 1.526 -0.635
*
```

Löwdin charges, unit e, in atom order:
1. N 0.156
2. C -0.351
3. H 0.137
4. H 0.136
5. C -0.036
6. O 0.002
7. F -0.376
8. H 0.126
9. N 0.205


(8)
# C2H3FN4O

An isolated molecule of C2H3FN4O (ωB97M-V with the def2-TZVPD basis set, the OMol25 dataset).

Properties
**Largest force on an atom**: 0.781 eV/Å
**SMILES string**: Nc1c(F)nnn1O
**HOMO energy**: -0.32963 hartree
**HOMO-LUMO gap**: 9.42 eV

ORCA input file:
```
! RIJCOSX wB97M-V def2-TZVPD def2/J DEFGRID3
* xyz 0 1
N 1.514 1.455 -0.133
N 0.540 1.741 0.683
C 1.261 0.270 -0.718
N -0.291 0.708 0.636
O -1.475 0.708 1.309
H -1.264 0.448 2.205
H -0.212 -1.989 -1.184
C 0.080 -0.261 -0.248
N -0.612 -1.445 -0.419
H -1.613 -1.355 -0.513
F 2.073 -0.280 -1.619
*
```

Löwdin charges, unit e, in atom order:
1. N 0.070
2. N 0.044
3. C -0.321
4. N -0.182
5. O 0.084
6. H 0.119
7. H 0.106
8. C -0.239
9. N 0.135
10. H 0.096
11. F 0.089